The following is a quantum chemistry calculation of a structure of composition C19H41CuN5SSb in a non-equilibrium geometry, from the OMol25 dataset.

Calculated values
HOMO (alpha / beta)	-10.93 / -11.07	eV
ΔE to the lowest compared entry with this formula, charge and spin	6.28	kcal/mol
M	556.95	g/mol
Kohn-Sham gap (alpha / beta)	9.141 / 8.047	eV
energy	-89822.5206	eV

```
! RIJCOSX wB97M-V def2-TZVPD def2/J DEFGRID3
* xyz 1 2
Cu 0.6703 0.6209 -0.4851
C 1.0924 1.2466 -3.2892
C -0.4152 1.5078 -3.2331
N -0.8716 1.5439 -1.8973
C -1.2680 2.8107 -1.2594
C -0.7877 2.8776 0.1913
N 0.5970 2.4758 0.2888
C 1.5574 3.3808 -0.3043
C 1.8528 3.1394 -1.8405
N 1.8183 1.7275 -2.1238
H 1.3937 0.1305 -3.3142
H 1.5197 1.5754 -4.2505
H -0.6595 2.4265 -3.7730
H -0.8289 0.7393 -3.7889
H -1.6035 0.8135 -1.7749
H -0.8060 3.6577 -1.8361
H -2.3248 3.0111 -1.2446
H -0.9037 3.9579 0.4891
H -1.4473 2.3093 0.8113
H 0.7542 2.3000 1.3001
H 1.2869 4.3976 -0.0532
H 2.4847 3.1973 0.2149
H 1.1846 3.6250 -2.5224
H 2.8075 3.5736 -2.0841
H 2.6815 1.2194 -2.0451
C -6.2970 0.5728 -1.4795
Sb -4.1395 0.1087 -1.3738
C -4.6337 -1.8250 -0.3599
C -4.0646 -0.8437 -3.3212
H -6.6499 -0.2872 -1.9710
H -6.5460 1.3594 -2.1953
H -6.7608 0.7569 -0.5415
H -5.6321 -2.0672 -0.6910
H -4.5034 -1.6694 0.7220
H -3.8710 -2.4836 -0.7201
H -3.0656 -1.2951 -3.5183
H -4.1689 -0.1527 -4.1939
H -4.8764 -1.5339 -3.5403
C 2.1844 -3.2325 -0.1788
N 0.8500 -3.1541 0.3817
C 0.4804 -3.8053 1.6166
C -1.0030 -3.6595 1.7781
N -1.1396 -2.4525 0.8658
C -0.1113 -2.3640 0.0073
S -0.2869 -1.3192 -1.3434
H 2.1949 -4.1652 -0.7897
H 2.9288 -3.1741 0.6252
H 2.4085 -2.4191 -0.8636
H 1.0273 -3.3459 2.4696
H 0.6854 -4.8857 1.7402
H -1.2573 -3.3635 2.7521
H -1.6517 -4.4123 1.4899
H -1.9961 -2.0897 0.5790
C 4.4870 -0.8792 2.8658
C 3.2749 -0.0530 3.1669
C 3.6523 1.3952 3.6401
C 2.4291 -0.7679 4.1912
C 2.4341 0.0893 1.9676
C 1.6122 -0.0129 1.0692
H 4.9725 -1.0245 3.7988
H 5.1910 -0.4718 2.1217
H 4.1289 -1.8515 2.5356
H 4.1535 1.4099 4.5963
H 2.7308 1.9775 3.7866
H 4.2263 1.8567 2.8856
H 3.0211 -0.7266 5.0896
H 2.3098 -1.7784 3.8375
H 1.4868 -0.2253 4.3252
*
```

Here are the natural (NBO) charges for atoms 1 to 4, given in e: Cu 1.2089; C -0.2269; C -0.2522; N -0.7368